Entry 1:
ORCA calculation (ωB97M-V with the def2-TZVPD basis set) on a structure of composition C38H29IN3O5PSTi.

CARTESIAN COORDINATES (ANGSTROEM)
Ti  -0.4333  0.4902  -1.2469
O  -1.1749  4.9226  4.6981
C  -2.0802  3.9290  4.6067
O  -2.8774  3.7488  5.4870
C  -2.0133  3.0923  3.3842
C  -0.8126  2.8209  2.7239
C  -0.8004  1.9898  1.6289
C  -1.9882  1.4251  1.1269
C  -3.1948  1.7231  1.7852
C  -3.1926  2.5241  2.9027
N  -1.8902  0.6417  0.0099
C  -2.8612  -0.2286  -0.3513
C  -2.7855  -0.7680  -1.6296
C  -3.6748  -1.7395  -2.1578
C  -3.5495  -2.1394  -3.4559
C  -2.5172  -1.5949  -4.2524
C  -1.6607  -0.6784  -3.6912
N  -1.7635  -0.2690  -2.4209
H  -0.6568  5.0196  3.8894
H  0.1245  3.2201  3.0889
H  0.1357  1.7629  1.1260
H  -4.1308  1.3511  1.3982
H  -4.1148  2.7511  3.4140
H  -3.6546  -0.5146  0.3286
H  -4.4406  -2.1303  -1.5065
H  -4.2210  -2.8700  -3.8790
H  -2.3989  -1.8967  -5.2800
H  -0.8432  -0.2521  -4.2685
C  -2.8704  -4.2716  1.6440
C  -2.6591  -3.0461  2.2592
C  -1.6330  -2.2263  1.8312
C  -0.7887  -2.6447  0.8030
C  -0.9978  -3.8796  0.1971
C  -2.0377  -4.6878  0.6194
P  0.3998  -1.4413  0.1387
C  1.3975  -0.8905  1.5570
C  1.4743  -1.5685  2.7682
C  2.2802  -1.0774  3.7803
C  3.0022  0.0895  3.5925
C  2.9302  0.7715  2.3854
C  2.1309  0.2831  1.3668
C  1.5920  -2.4418  -0.8061
C  1.1919  -2.8766  -2.0703
C  2.0720  -3.5791  -2.8691
C  3.3657  -3.8200  -2.4302
C  3.7696  -3.3746  -1.1833
C  2.8859  -2.6943  -0.3635
H  -3.6808  -4.9048  1.9689
H  -3.3062  -2.7271  3.0617
H  -1.4718  -1.2579  2.2911
H  -0.3434  -4.2064  -0.5988
H  -2.2050  -5.6415  0.1409
H  0.9190  -2.4834  2.9094
H  2.3477  -1.6153  4.7135
H  3.6284  0.4670  4.3857
H  3.4960  1.6804  2.2383
H  2.0841  0.8001  0.4042
H  0.1908  -2.6371  -2.4222
H  1.7551  -3.9240  -3.8408
H  4.0594  -4.3444  -3.0689
H  4.7820  -3.5528  -0.8533
H  3.2086  -2.3505  0.6101
I  3.3492  6.3709  -0.6662
C  2.6597  4.6214  -1.6129
C  1.3671  4.0868  -1.1146
C  0.9609  2.8178  -1.8233
C  1.8432  2.1789  -2.7123
C  3.0281  2.7712  -3.1048
C  3.4151  4.0099  -2.5565
C  1.4884  0.7858  -3.1179
O  1.6025  0.3260  -4.2335
O  1.0567  0.0871  -2.0973
H  1.2914  4.5577  0.7795
H  -0.8098  3.0349  -1.0403
H  3.6702  2.2610  -3.8068
H  4.3596  4.4395  -2.8570
O  1.4361  3.7467  0.2709
S  0.0320  5.3137  -1.3820
N  -0.2491  2.3329  -1.5438

ΔE to the lowest compared entry with this formula, charge and spin	2.254	eV
HOMO (spin up / spin down)	-6.52 / -6.52	eV
total charge	0
multiplicity	1

Okay, here come the Mulliken numbers, in e, for every atom:
1. Ti -1.4267
2. O -0.4871
3. C 0.4405
4. O -0.5645
5. C 0.5735
6. C -1.2428
7. C 0.6626
8. C -0.2199
9. C -0.5788
10. C -0.9972
11. N 1.3420
12. C -0.0146
13. C -0.4266
14. C -1.1346
15. C -0.3584
16. C -1.0455
17. C -0.1843
18. N 0.7053
19. H 0.3329
20. H 0.6533
21. H 0.2093
22. H 0.5201
23. H 0.4531
24. H 0.2515
25. H 0.5094
26. H 0.4379
27. H 0.4764
28. H 0.4409
29. C -0.6720
30. C -0.7624
31. C -0.4687
32. C 0.3759
33. C -0.6165
34. C -0.6950
35. P 2.4567
36. C 0.1543
37. C -0.5287
38. C -0.7375
39. C -0.8077
40. C -0.5456
41. C -0.2725
42. C 0.5201
43. C -0.2588
44. C -0.6763
45. C -0.8039
46. C -0.7038
47. C -0.8535
48. H 0.4132
49. H 0.4646
50. H 0.5324
51. H 0.4084
52. H 0.4453
53. H 0.4808
54. H 0.4556
55. H 0.4121
56. H 0.5161
57. H 0.0791
58. H 0.2507
59. H 0.4450
60. H 0.4095
61. H 0.4360
62. H 0.3863
63. I 0.1246
64. C -0.6780
65. C 0.7285
66. C 0.1122
67. C 0.0404
68. C -0.5417
69. C -0.4779
70. C -0.0406
71. O -0.6422
72. O 0.5227
73. H 0.3511
74. H 0.1997
75. H 0.5105
76. H 0.4125
77. O -0.4058
78. S -0.2450
79. N 0.4621



Entry 2:
ORCA calculation (ωB97M-V with the def2-TZVPD basis set) on a structure of composition C38H30AsCl3FeGeN4PSbSe5.

CARTESIAN COORDINATES (ANGSTROEM)
Fe  -1.0833  2.7141  -0.6590
Se  -8.7494  2.0599  -0.8707
N  -7.6192  1.9236  0.5074
C  -6.4246  1.7793  0.0064
C  -5.2277  1.5592  0.8118
C  -5.2530  1.4590  2.2018
C  -4.0935  1.1150  2.8630
C  -2.9448  0.8709  2.1135
N  -2.8887  1.0236  0.8006
C  -4.0033  1.3834  0.1612
C  -3.8934  1.5746  -1.2948
N  -2.6519  1.6631  -1.8044
C  -2.5245  1.7118  -3.1284
C  -3.6086  1.6925  -3.9996
C  -4.8803  1.7054  -3.4757
C  -5.0327  1.6552  -2.0910
C  -6.3333  1.7645  -1.4370
N  -7.4538  1.8938  -2.0892
H  -6.1786  1.6470  2.7297
H  -4.0524  1.0512  3.9412
H  -2.0276  0.5623  2.6055
H  -1.5208  1.8111  -3.5116
H  -3.4340  1.7231  -5.0655
H  -5.7590  1.7728  -4.1032
Se  0.3693  0.3096  4.5552
Sb  0.3650  2.6594  3.7738
Se  -0.7090  3.3467  1.5941
Se  2.2416  3.8799  4.5940
Se  -1.2044  1.7301  5.3891
C  0.0659  -0.5374  0.1852
C  1.0545  -1.6564  -0.1210
As  0.8011  -3.3564  0.8493
C  2.3856  -4.2008  0.0664
C  2.5260  -4.2295  -1.3206
C  3.6350  -4.8200  -1.9096
C  4.6160  -5.4027  -1.1197
C  4.4724  -5.4027  0.2597
C  3.3627  -4.8102  0.8483
C  1.5587  -2.8676  2.5808
C  2.7516  -2.1568  2.7069
C  3.2453  -1.8258  3.9595
C  2.5508  -2.2049  5.1015
C  1.3846  -2.9467  4.9870
C  0.8908  -3.2739  3.7300
P  0.4148  0.9670  -0.8128
C  2.0190  1.5583  -0.2037
C  2.5119  1.1686  1.0422
C  3.5958  1.8217  1.6074
C  4.1960  2.8801  0.9412
C  3.7107  3.2801  -0.2942
C  2.6169  2.6380  -0.8552
C  0.7353  0.2347  -2.4532
C  1.9506  0.3273  -3.1231
C  2.1293  -0.3054  -4.3472
C  1.1036  -1.0491  -4.9091
C  -0.1018  -1.1796  -4.2310
C  -0.2812  -0.5433  -3.0137
H  0.0506  -0.2292  1.2337
H  -0.9550  -0.8392  -0.0608
H  2.0948  -1.3380  -0.0364
H  0.9110  -1.9543  -1.1596
H  1.7676  -3.7926  -1.9606
H  3.7297  -4.8267  -2.9883
H  5.4844  -5.8588  -1.5773
H  5.2284  -5.8616  0.8844
H  3.2659  -4.8232  1.9271
H  3.3132  -1.8787  1.8213
H  4.1830  -1.2917  4.0494
H  2.9093  -1.9000  6.0761
H  0.8561  -3.2678  5.8759
H  -0.0120  -3.8678  3.6437
H  2.0511  0.3573  1.5938
H  3.9462  1.5267  2.5873
H  5.0163  3.4133  1.4035
H  4.1630  4.1157  -0.8125
H  2.2086  3.0009  -1.7908
H  2.7744  0.8727  -2.6851
H  3.0815  -0.2236  -4.8554
H  1.2447  -1.5351  -5.8658
H  -0.8991  -1.7832  -4.6459
H  -1.2157  -0.6737  -2.4799
Cl  -0.3625  3.9064  -2.5179
Ge  -2.3427  4.7655  -0.6654
Cl  -1.9468  6.7681  -0.0481
Cl  -3.8720  5.0695  -2.2161

HOMO (spin up / spin down)	-7.75 / -7.75	eV
total charge	0
multiplicity	1

Okay, here come the Mulliken numbers, in e, for every atom:
1. Fe -0.6597
2. Se 0.2389
3. N -0.8632
4. C 0.9227
5. C 0.3078
6. C -0.9530
7. C -1.0123
8. C 0.1816
9. N 0.0974
10. C -0.2041
11. C -0.2695
12. N 1.1304
13. C -0.3985
14. C -1.2003
15. C -0.9193
16. C 0.2603
17. C 1.0743
18. N -0.8565
19. H 0.5277
20. H 0.4339
21. H 0.3154
22. H 0.5102
23. H 0.4709
24. H 0.5358
25. Se 0.1730
26. Sb 0.5018
27. Se -0.1738
28. Se -0.5277
29. Se -0.4322
30. C -1.1006
31. C -0.8044
32. As 0.3158
33. C 0.2529
34. C -0.2954
35. C -0.6591
36. C -0.4464
37. C -0.6456
38. C -0.1439
39. C 0.3691
40. C 0.0352
41. C -0.7904
42. C -0.5529
43. C -0.6229
44. C -0.5265
45. P 2.1269
46. C 0.2872
47. C -0.6140
48. C -0.8814
49. C -0.7610
50. C -0.8788
51. C -0.5056
52. C 0.7455
53. C -0.4811
54. C -0.7070
55. C -0.7374
56. C -0.8636
57. C -0.4652
58. H 0.2214
59. H 0.9043
60. H 0.5905
61. H 0.0053
62. H 0.3442
63. H 0.3948
64. H 0.3731
65. H 0.3786
66. H 0.3954
67. H 0.5815
68. H 0.3877
69. H 0.3515
70. H 0.3939
71. H 0.3685
72. H 0.5963
73. H 0.5651
74. H 0.4105
75. H 0.4233
76. H 0.4192
77. H 0.4083
78. H 0.4508
79. H 0.4122
80. H 0.4828
81. H 0.5086
82. Cl -0.4443
83. Ge 0.8503
84. Cl -0.2915
85. Cl -0.3434



Entry 3:
ORCA calculation (ωB97M-V with the def2-TZVPD basis set) on a structure of composition C38H30Cl4CoN4O6Te.

CARTESIAN COORDINATES (ANGSTROEM)
Co  -1.9388  2.6298  0.4494
Cl  4.2383  3.3149  2.9662
C  2.6161  2.8534  2.7425
C  1.8277  2.5818  3.8489
Cl  2.4521  2.6360  5.4725
C  0.4414  2.2700  3.6606
Cl  -0.5912  2.1171  5.0247
C  -0.0960  2.1640  2.4191
O  -1.3349  1.8411  2.2057
C  0.6928  2.4637  1.2229
O  0.0755  2.3794  0.0986
C  2.0905  2.7446  1.4189
Cl  3.0691  3.0468  0.0650
C  -1.2936  1.0764  -3.6284
C  -0.2513  2.0215  -3.5866
C  -0.4913  3.4110  -3.5430
C  0.5355  4.3127  -3.3879
C  1.8407  3.8833  -3.3296
C  2.1512  2.4884  -3.3530
C  1.1245  1.6101  -3.4671
C  2.9238  4.8585  -3.4241
N  3.6641  5.6955  -3.5276
H  -0.9743  0.0565  -3.6297
H  -2.3504  1.3293  -3.6606
H  -1.5048  3.7455  -3.6570
H  0.3375  5.3615  -3.2825
H  3.1700  2.1222  -3.3772
H  1.2898  0.5368  -3.3892
N  -4.7222  2.7404  2.2892
C  -4.3348  1.5786  1.9173
H  -5.4875  2.6497  2.9050
O  -2.9241  6.1614  -1.1771
N  -2.3888  5.1840  -0.6623
O  -1.2561  5.2199  -0.1872
O  -2.9931  4.0175  -0.6409
C  3.7111  -5.8133  -3.6157
C  3.2930  -4.6244  -2.7896
C  4.0040  -4.1889  -1.7002
C  3.6573  -3.0387  -0.9397
C  4.4993  -2.6899  0.2711
C  2.5126  -2.3289  -1.3605
Te  2.0862  -0.4336  -0.5758
N  -3.5982  1.4140  0.7605
C  -3.4792  0.0418  0.4171
O  -3.0148  -0.6705  -0.5141
C  -4.3847  -0.6342  1.4382
C  -4.8167  -1.9253  1.4133
C  -6.0883  -2.2087  1.9024
C  -6.8390  -1.1586  2.5492
C  -6.2399  0.0267  2.7348
C  -4.7873  0.2482  2.4958
C  1.7814  -0.9795  1.3940
C  2.7498  -0.5994  2.3702
C  2.4635  -0.7754  3.7330
C  1.2317  -1.3049  4.0778
C  0.2743  -1.5918  3.1021
C  0.5342  -1.4962  1.7465
C  -0.5771  -1.8429  0.7973
C  1.7272  -2.8117  -2.4012
C  0.4074  -2.1849  -2.7182
C  2.1080  -3.9155  -3.1412
H  3.0977  -5.8467  -4.5241
H  3.5409  -6.6947  -2.9788
H  4.7515  -5.7405  -3.8941
H  4.9161  -4.6835  -1.3793
H  5.3190  -3.4073  0.4029
H  3.8492  -2.7351  1.1401
H  4.9974  -1.6882  0.1722
H  -4.2691  -2.5442  0.7190
H  -6.5152  -3.1670  1.5199
H  -7.8365  -1.5137  2.6313
H  -6.8692  0.6943  3.2250
H  -4.1863  0.1610  3.4898
H  3.7180  -0.1891  2.1056
H  3.1691  -0.5665  4.4663
H  0.9879  -1.4789  5.1434
H  -0.6833  -1.9664  3.3918
H  -1.4436  -2.0942  1.4034
H  -0.2975  -2.6671  0.1379
H  -0.7726  -1.0231  0.0476
H  0.1335  -1.4449  -1.9813
H  -0.3493  -2.9541  -2.7581
H  0.3624  -1.7714  -3.7401
H  1.5569  -4.2956  -3.9827

ΔE to the lowest compared entry with this formula, charge and spin	0.060	eV
HOMO (spin up / spin down)	-1.85 / -1.86	eV
total charge	-2
multiplicity	6
⟨S²⟩	8.846

Okay, here come the Mulliken numbers, in e, for every atom:
1. Co 0.0767
2. Cl -0.2681
3. C -0.1918
4. C 0.6811
5. Cl -0.2449
6. C 0.3148
7. Cl -0.2851
8. C -0.1167
9. O -0.6756
10. C -0.7268
11. O -0.0886
12. C 0.8956
13. Cl -0.1534
14. C -1.2859
15. C 1.0378
16. C -0.7171
17. C -0.5009
18. C 0.8119
19. C -0.6235
20. C -0.3785
21. C -0.1110
22. N -0.5657
23. H 0.2250
24. H 0.2969
25. H 0.3887
26. H 0.4487
27. H 0.3887
28. H 0.4660
29. N -0.7712
30. C 0.3340
31. H 0.1990
32. O -0.6912
33. N 1.1714
34. O -0.5826
35. O -0.6209
36. C -1.4840
37. C 0.7357
38. C -0.9894
39. C 0.7057
40. C -1.0863
41. C -0.3215
42. Te 0.9481
43. N -0.2119
44. C 0.0602
45. O -0.7672
46. C 0.3084
47. C -0.3021
48. C -0.4976
49. C -0.5162
50. C -0.9685
51. C 1.2574
52. C 0.3419
53. C -0.3433
54. C -0.9231
55. C -0.9922
56. C -0.5019
57. C 0.6185
58. C -0.8957
59. C 1.1671
60. C -1.4547
61. C -0.7879
62. H 0.3212
63. H 0.3018
64. H 0.3665
65. H 0.2757
66. H 0.3761
67. H 0.1830
68. H 0.2048
69. H 0.4128
70. H 0.2532
71. H 0.3818
72. H 0.3010
73. H 0.2301
74. H 0.4982
75. H 0.5902
76. H 0.2763
77. H 0.3877
78. H 0.2977
79. H 0.1912
80. H -0.0835
81. H -0.3762
82. H 0.5883
83. H 0.4475
84. H 0.3383



Among the records above, which one has the highest multiplicity? C38H30Cl4CoN4O6Te